# 1
Entry from the OMol25 dataset: 2 unconnected molecules or ions with the total composition C4H14NO2 (ωB97M-V with the def2-TZVPD basis set).

```
21
Properties=species:S:1:pos:R:3:forces:R:3
C 1.203623 0.070438 0.760167 0.11 0.36 0.04
C 0.279811 -0.745002 1.649622 0.15 -0.63 -1.10
C -1.003160 -1.234506 0.944873 0.22 0.11 -0.04
C -1.658859 -0.252092 -0.002961 -0.61 -0.32 -0.38
O -1.591800 1.038562 0.541017 0.24 0.50 0.33
N 1.510066 -0.657763 -0.535256 0.00 -0.47 -0.07
H 0.738041 0.996279 0.455715 -0.13 0.21 0.01
H 2.156781 0.318320 1.235682 -0.19 -0.23 -0.02
H 0.043084 -0.166729 2.524507 0.00 0.21 0.34
H 0.823266 -1.648430 1.921446 0.07 0.01 0.56
H -0.797794 -2.134074 0.354764 -0.04 -0.14 0.16
H -1.715927 -1.520844 1.711001 -0.03 -0.12 0.12
H -2.688396 -0.589693 -0.180349 0.08 0.19 0.10
H -1.194419 -0.294423 -0.998195 0.20 0.18 -0.02
H -2.329333 1.602646 0.298431 -0.16 -0.19 -0.14
H 1.088881 -1.589031 -0.545870 0.02 0.04 0.09
H 1.129141 -0.132940 -1.339959 0.19 0.25 -0.05
H 2.510256 -0.785742 -0.693071 -0.07 0.08 0.05
H 1.885442 1.828382 -2.638528 -0.29 -0.28 -0.02
H 0.380620 2.008858 -2.480788 -0.05 -0.17 -0.01
O 1.069046 1.330815 -2.459443 0.30 0.41 0.05
```
Positions in Å, forces in eV/Å.

For the HOMO-LUMO gap, the calculation gives 10.884 eV. The charge is +1. For the HOMO energy, the calculation gives -14.1 eV. The calculation puts the LUMO energy at -3.206 eV.

***

# 2
Entry from the OMol25 dataset: a molecular structure, C27H32N8O5RhS (ωB97M-V with the def2-TZVPD basis set).

```
74
Properties=species:S:1:pos:R:3:forces:R:3
Rh 0.142493 0.448828 -0.872378 1.01 0.93 0.39
N 0.871754 3.678223 -1.281557 0.15 0.00 -0.04
C 2.118685 3.122141 -0.958415 -0.19 0.05 -0.04
C 3.256521 3.785116 -1.422319 0.04 -0.03 0.01
C 4.495018 3.268214 -1.112265 -0.09 -0.02 0.02
C 4.575248 2.114725 -0.335452 -0.05 0.03 -0.02
C 3.396947 1.534658 0.074296 0.16 -0.14 0.02
N 2.182036 2.016894 -0.227786 -0.29 -0.44 -0.20
C -0.360012 3.460358 -0.724030 0.11 0.04 0.16
C -1.309765 4.497346 -0.745316 0.05 0.03 0.06
C -2.502667 4.330411 -0.092212 0.00 0.01 0.00
C -2.749183 3.140825 0.602592 0.05 -0.04 0.03
C -1.805098 2.151947 0.530457 -0.23 0.08 -0.01
N -0.648599 2.283554 -0.156770 -0.19 -0.34 -0.68
H 0.939893 4.534715 -1.806926 0.00 0.00 -0.02
H 3.160967 4.684881 -2.015656 0.00 -0.01 -0.01
H 5.390568 3.757116 -1.470170 0.00 0.00 0.00
H 5.524747 1.672219 -0.073943 0.00 0.00 0.01
H 3.413814 0.619636 0.659320 -0.03 0.02 -0.01
H -1.074540 5.424730 -1.250048 0.01 0.00 0.00
H -3.236877 5.124698 -0.097534 0.00 0.01 0.01
H -3.658677 2.990616 1.164664 -0.01 -0.01 -0.01
H -1.953632 1.189765 1.004580 0.00 0.00 -0.02
O 2.839097 0.803812 -3.655377 0.00 0.01 -0.11
C 1.973910 0.378047 -2.943834 0.03 -0.26 0.35
O 0.874492 1.052606 -2.617351 0.01 0.13 0.12
C 1.998386 -1.023202 -2.358443 -0.13 -0.03 -0.26
C 2.813356 -2.024678 -2.835759 0.00 -0.01 0.04
C 2.605172 -3.323707 -2.374194 -0.03 0.03 0.04
C 1.583876 -3.575938 -1.471876 0.06 -0.05 -0.07
C 0.817357 -2.514017 -1.019179 -0.02 -0.08 0.14
N 1.043961 -1.276015 -1.444409 -0.17 0.46 -0.38
H 3.565476 -1.781941 -3.573256 0.00 0.01 0.00
H 3.221193 -4.134605 -2.738699 -0.01 0.00 -0.01
H 1.347716 -4.573325 -1.120562 -0.04 0.05 -0.03
H 0.007306 -2.667651 -0.325961 -0.13 -0.08 0.11
N -1.470217 0.282465 -2.155140 -0.07 -0.34 0.45
C -2.136950 -0.994860 -2.094115 -0.08 0.04 -0.04
C -2.931216 -1.306074 -0.995201 0.05 -0.08 0.05
C -3.189778 -2.640488 -0.735437 0.14 0.18 -0.05
C -2.627931 -3.615682 -1.556508 -0.12 -0.32 0.17
C -2.071863 -3.279976 -2.776985 0.23 0.07 0.11
C -1.800762 -1.946366 -3.040839 0.11 0.02 -0.02
S -2.269182 -5.228358 -0.820481 0.04 0.14 -0.13
O -1.584576 -5.953351 -1.867749 -0.05 -0.05 -0.08
O -1.366601 -4.760436 0.238442 0.09 0.10 0.12
O -3.525307 -5.755469 -0.356171 -0.03 -0.01 0.07
H -1.024879 0.402923 -3.065350 0.08 0.09 0.05
H -2.090873 1.079955 -2.018172 -0.02 -0.09 0.20
H -3.264677 -0.525423 -0.317293 0.03 -0.04 0.00
H -3.713107 -2.947424 0.161149 -0.03 0.00 -0.01
H -1.720600 -4.070527 -3.426637 -0.01 0.00 -0.01
H -1.238376 -1.664498 -3.925352 0.01 0.01 0.00
C -2.072245 -0.782909 3.760791 -0.08 0.00 0.05
N -0.984897 -1.033841 2.827484 -0.05 0.02 -0.19
C -0.983116 -2.330739 2.163975 0.16 -0.04 -0.06
C -0.107270 -0.078938 2.474957 0.04 0.01 0.16
N 0.461395 -0.020153 1.277090 -0.42 -0.18 -0.11
N 0.204824 0.830968 3.440083 0.08 0.11 -0.07
C 0.851726 2.082145 3.086294 -0.01 0.06 0.07
C 0.344446 0.436130 4.837079 0.05 0.01 0.07
H -2.997044 -1.172846 3.334031 0.00 0.02 -0.02
H -2.186171 0.286518 3.930153 0.00 -0.04 0.01
H -1.910589 -1.279959 4.718905 -0.04 0.00 0.00
H -1.514706 -3.056949 2.771045 -0.03 0.02 0.10
H 0.039325 -2.682868 2.041230 -0.02 0.01 -0.10
H -1.477793 -2.286262 1.205945 -0.11 -0.11 -0.32
H 1.272527 0.586230 1.357313 -0.10 0.02 -0.10
H 1.942491 1.988472 3.024290 0.00 -0.03 0.00
H 0.627531 2.818793 3.857208 -0.01 0.00 -0.01
H 0.474129 2.447906 2.133722 0.04 0.00 0.05
H 0.198496 -0.634680 4.942543 0.02 0.03 0.00
H -0.370225 0.960824 5.473214 0.01 -0.01 0.01
H 1.353120 0.674747 5.180255 0.00 0.02 -0.02
```
Positions in Å, forces in eV/Å.

For the HOMO-LUMO gap (spin up / spin down), the calculation gives 5.764 / 5.764 eV. The charge is +1. For the HOMO energy (spin up / spin down), the calculation gives -10.4 / -10.4 eV. The calculation puts the LUMO energy (spin up / spin down) at -4.595 / -4.595 eV.

***

# 3
Entry from the OMol25 dataset: C5H7NO in the gas phase (ωB97M-V with the def2-TZVPD basis set).

```
14
Properties=species:S:1:pos:R:3:forces:R:3
C 2.909128 0.288522 -0.071133 -0.11 -0.14 -0.08
C 1.662720 0.088409 -0.386285 0.05 -0.32 0.01
C 0.502708 -0.470288 -0.588875 0.12 0.13 -0.07
C -0.460637 -0.651347 0.555169 -0.01 -0.10 0.09
N -1.386140 0.469161 0.595944 -0.15 0.08 -0.09
C -2.475014 0.451561 -0.223943 -0.11 -0.09 -0.02
O -2.892668 -0.537546 -0.791880 0.10 0.34 0.15
H 3.397898 -0.666612 0.073305 0.67 0.22 0.17
H 3.439997 1.229672 0.034737 -0.21 -0.19 -0.07
H 0.195681 -0.744590 -1.593966 -0.11 0.11 0.08
H -1.049976 -1.561018 0.429379 0.07 0.12 0.00
H 0.076448 -0.708259 1.507456 -0.08 0.04 -0.19
H -0.959255 1.371359 0.761485 -0.20 -0.08 0.03
H -2.960890 1.440971 -0.301396 -0.03 -0.12 -0.01
```
Positions in Å, forces in eV/Å.

For the HOMO-LUMO gap, the calculation gives 10.428 eV. The charge is 0. The SMILES is C=C=CCNC=O. For the HOMO energy, the calculation gives -9.6 eV. The calculation puts the LUMO energy at 0.830 eV.

***

How do the records compare in energy above the lowest of the compared OMol25 structures with the same formula, charge and spin? In the order shown, they have 19.74, 3.45, 43.54 kcal per mole.